This record from OMol25 describes a structure of composition C32H34Cl2FN6O5Pd. The level of theory is the ωB97M-V functional and the def2-TZVPD basis.

Calculated values
- E_tot (Ha) = -3091.78546
- ΔE to the lowest compared entry with this formula, charge and spin (kcal/mol) = 10.35
- HOMO energy (eV) = -15.05
- total charge = +3
- LUMO energy (eV) = -10.544

The geometry in XYZ format:
```
81
Properties=species:S:1:pos:R:3:forces:R:3
Pd -2.8962 0.3557 -0.3835 0.110 -0.048 -0.457
F 3.4114 -2.0776 -1.0291 0.066 -0.018 0.002
C 3.0618 -0.8197 -0.7052 0.110 0.046 -0.015
C 1.7364 -0.5323 -0.6063 -0.002 0.001 -0.029
C 1.3012 0.7654 -0.3122 0.076 0.107 0.015
C -0.1169 1.0497 -0.2571 -0.213 0.038 -0.077
O -0.9301 0.0939 -0.4892 0.176 -0.081 0.082
C -0.4825 2.3714 0.0665 0.138 -0.040 0.075
C 0.5119 3.2874 0.3034 0.003 -0.005 -0.025
N 1.8286 3.0575 0.2164 -0.011 0.019 -0.022
C 2.6715 4.2478 0.4057 -0.057 -0.095 0.025
C 3.9279 4.5449 -0.3438 0.015 0.005 -0.001
C 3.9663 4.2926 1.1491 -0.006 0.065 0.009
C 2.2617 1.7681 -0.0943 0.048 0.062 0.049
C 3.6216 1.4333 -0.1740 -0.042 -0.044 0.010
C 4.0591 0.1601 -0.5005 -0.034 -0.050 0.045
N 5.4444 -0.0869 -0.5809 -0.022 0.006 -0.087
C 5.9810 -1.4469 -0.7061 -0.052 0.007 0.054
C 7.5101 -1.3873 -0.6483 0.085 0.048 0.053
N 7.9147 -0.2179 0.2018 -0.042 0.020 0.021
C 7.5719 1.0833 -0.4898 0.066 -0.048 0.037
C 6.2831 0.8771 -1.2863 0.019 0.059 -0.012
C -1.8865 2.9169 0.1245 -0.442 -0.192 -0.416
O -2.1269 3.9349 0.7259 0.173 0.121 0.071
O -2.7947 2.2860 -0.5999 0.383 0.197 0.426
H 1.0089 -1.3108 -0.7875 -0.009 0.004 0.006
H 0.2135 4.2941 0.5629 -0.029 -0.007 0.001
H 2.0202 5.0921 0.5646 0.021 0.022 0.007
H 4.0493 5.5594 -0.6945 0.000 0.001 -0.001
H 4.3202 3.8016 -1.0207 0.004 0.029 -0.003
H 4.1057 5.1439 1.7999 0.012 -0.009 0.008
H 4.3941 3.3803 1.5357 -0.003 -0.014 -0.023
H 4.3692 2.1721 0.0468 -0.025 -0.047 0.009
H 5.7065 -1.9438 -1.6386 -0.025 0.017 -0.034
H 5.6075 -2.0518 0.1183 -0.036 -0.011 -0.008
H 7.9687 -1.2205 -1.6209 -0.028 -0.042 -0.017
H 7.9294 -2.2938 -0.2188 -0.019 -0.010 -0.007
H 8.9108 -0.2508 0.4237 -0.005 -0.009 -0.022
H 7.4092 -0.2636 1.0884 0.003 -0.008 -0.012
H 8.4139 1.3454 -1.1276 -0.018 0.014 -0.014
H 7.4668 1.8338 0.2908 -0.017 0.019 -0.020
H 6.5030 0.5321 -2.3025 0.009 -0.019 0.009
H 5.7836 1.8357 -1.3898 -0.002 -0.037 -0.011
Cl -4.9547 1.3543 4.6976 -0.060 0.018 0.036
C -5.7646 1.3294 3.2487 0.201 -0.056 -0.149
C -7.0953 1.5894 3.1395 -0.027 0.000 -0.058
C -7.7096 1.5574 1.8724 -0.018 0.030 0.141
Cl -9.3405 1.8935 1.8331 -0.020 -0.003 -0.030
C -7.0129 1.2642 0.6395 0.012 0.016 -0.047
C -7.6457 1.2725 -0.6081 0.071 -0.019 -0.028
C -6.8853 1.0144 -1.7298 -0.010 0.029 -0.008
C -5.5338 0.7533 -1.5789 0.085 -0.013 -0.022
N -4.9238 0.7236 -0.3841 -0.324 -0.194 0.021
C -5.6430 0.9810 0.6985 0.093 0.048 0.152
C -4.9221 0.9953 2.0237 -0.063 0.106 -0.134
O -3.7505 0.7780 2.1211 -0.245 0.006 0.361
H -7.6966 1.8280 4.0062 0.028 -0.003 0.027
H -8.7018 1.4844 -0.6984 -0.005 0.005 0.018
H -7.3217 1.0228 -2.7180 -0.008 -0.003 -0.001
H -4.8981 0.5676 -2.4335 -0.038 -0.020 -0.020
C -2.1396 -2.4967 -2.5417 -0.023 -0.019 -0.001
N -2.1628 -3.2512 -1.2989 0.038 0.011 0.037
C -1.5333 -4.5713 -1.3537 -0.016 0.027 0.007
C -2.1245 -5.4739 -0.2943 -0.022 -0.010 -0.015
C -2.0339 -4.7818 1.0467 -0.010 0.025 0.023
N -2.6370 -3.4513 0.9687 0.015 -0.064 0.003
C -3.0912 -2.8839 2.2255 -0.015 0.071 0.024
C -2.7024 -2.7487 -0.1745 0.224 0.077 -0.197
O -3.3105 -1.6328 -0.1894 -0.273 -0.045 0.162
H -2.7377 -3.0037 -3.3006 -0.004 0.010 -0.001
H -1.1120 -2.4248 -2.9021 -0.003 0.006 -0.010
H -2.5247 -1.4951 -2.3896 0.002 -0.010 0.007
H -0.4504 -4.4688 -1.2287 0.003 -0.011 0.008
H -1.7107 -4.9752 -2.3503 0.003 -0.006 0.003
H -1.5959 -6.4252 -0.2674 0.014 0.009 0.008
H -3.1700 -5.6809 -0.5312 0.006 -0.014 -0.002
H -0.9939 -4.6945 1.3769 0.003 -0.006 -0.001
H -2.5739 -5.3412 1.8105 0.004 -0.009 -0.002
H -3.8647 -3.5150 2.6651 -0.017 0.003 -0.017
H -3.4831 -1.8875 2.0530 0.003 -0.040 0.017
H -2.2594 -2.8179 2.9299 0.015 -0.025 -0.013
```
Forces are in eV/Å.

This record from OMol25 describes a structure of composition BrCdH8O4 at a distorted geometry. The level of theory is the ωB97M-V functional and the def2-TZVPD basis.

Calculated values
- E_tot (Ha) = -3047.48238
- ΔE to the lowest compared entry with this formula, charge and spin (kcal/mol) = 6.11
- HOMO energy (spin up / spin down) (eV) = -9.72 / -10.63
- total charge = 0
- 2S+1 = 2
- <S²> = 0.756
- LUMO energy (spin up / spin down) (eV) = -0.521 / -3.715

The geometry in XYZ format:
```
14
Properties=species:S:1:pos:R:3:forces:R:3
Cd -0.1661 -0.8246 3.4386 -0.050 0.085 -1.159
Br -0.2626 -0.5638 0.6317 -0.057 -0.341 1.264
O 2.0177 -1.6540 -1.9934 0.035 -0.210 -0.193
H 1.5198 -1.4162 -1.2112 -0.219 -0.008 0.285
H 2.5743 -0.8942 -2.1638 0.194 0.207 -0.078
O 2.1585 1.7152 -0.1008 0.513 0.086 -0.354
H 2.1681 2.0779 0.7849 -0.079 0.168 0.137
H 1.6754 0.8930 -0.0182 -0.245 -0.214 0.154
O -3.5500 -1.7977 1.3971 -0.271 -0.034 0.393
H -2.7417 -1.2899 1.3269 0.284 0.198 -0.242
H -3.5025 -2.4254 0.6759 0.016 -0.153 -0.195
O -0.7208 2.4362 -0.8698 -0.323 0.406 -0.071
H -1.1156 1.6737 -0.4467 -0.091 -0.190 0.120
H -0.0545 2.0699 -1.4513 0.293 0.001 -0.062
```
Forces are in eV/Å.

This record from OMol25 describes a structure of composition C29H39GeN6RuS. The level of theory is the ωB97M-V functional and the def2-TZVPD basis.

Calculated values
- E_tot (Ha) = -4026.81817
- ΔE to the lowest compared entry with this formula, charge and spin (kcal/mol) = 0.00
- HOMO energy (eV) = -9.98
- total charge = +1
- LUMO energy (eV) = -2.533

The geometry in XYZ format:
```
77
Properties=species:S:1:pos:R:3:forces:R:3
Ru -0.2269 0.3932 -0.1102 -0.132 0.010 0.065
N 0.6632 0.9346 1.7155 0.037 -0.073 0.088
C -0.1454 0.3870 2.8349 -0.012 -0.123 -0.026
C -0.5620 -1.0266 2.4792 0.033 0.090 -0.004
N -1.2601 -0.9841 1.1762 -0.099 0.015 0.011
H 1.6236 0.6078 1.7985 0.003 0.021 -0.051
H 0.6944 1.9467 1.8067 -0.024 0.026 -0.065
H -1.0220 1.0268 2.9488 0.002 -0.026 0.011
H 0.4143 0.4056 3.7714 0.001 0.001 -0.002
H -1.1850 -1.4563 3.2657 -0.004 0.003 -0.010
H 0.3162 -1.6610 2.3612 0.028 0.012 0.017
H -2.2325 -0.7142 1.3082 0.019 0.025 -0.032
H -1.2802 -1.9114 0.7574 0.015 -0.001 0.057
C 0.8647 5.2466 -3.4190 -0.003 -0.006 -0.020
N 1.2978 3.9870 -2.8442 0.000 -0.022 0.003
C 0.5519 3.2407 -2.0270 -0.053 0.060 -0.010
N -0.6745 3.6349 -1.7206 0.071 -0.048 0.009
S 1.2323 1.7900 -1.4124 0.122 -0.014 -0.028
H 1.6697 5.6428 -4.0301 0.005 0.007 0.011
H 0.6351 5.9761 -2.6400 0.004 0.009 -0.003
H -0.0092 5.1119 -4.0601 -0.001 -0.005 0.004
H 2.2093 3.6258 -3.0680 0.003 0.008 0.000
H -1.0691 4.4783 -2.1006 0.000 0.018 0.002
H -1.2062 3.0445 -1.0576 -0.070 0.000 0.020
C -3.8867 -1.0177 -2.1866 0.015 -0.019 -0.023
C -4.4270 -0.6229 -0.9589 -0.045 -0.039 -0.011
C -3.8262 0.3325 -0.1711 0.050 0.051 0.066
C -2.6323 0.9690 -0.5949 0.077 -0.081 -0.033
C -2.0904 0.5503 -1.8348 0.201 0.018 -0.062
C -2.7203 -0.4282 -2.6126 0.059 0.016 -0.009
N -1.8031 1.8298 0.0953 -0.137 0.157 0.072
C -2.1101 2.6216 1.2106 0.047 0.038 -0.018
C -3.3234 2.7024 1.9017 -0.015 0.000 0.019
C -3.4626 3.5541 2.9929 -0.025 -0.016 -0.001
C -2.4198 4.3528 3.4257 0.040 0.006 -0.001
C -1.2263 4.3293 2.7136 -0.018 0.020 0.018
C -1.0832 3.4933 1.6226 -0.021 -0.047 -0.044
H -4.3910 -1.7597 -2.7898 0.009 0.000 -0.014
H -5.3445 -1.0821 -0.6123 -0.004 0.005 0.009
H -4.2777 0.5684 0.7773 -0.010 -0.021 -0.011
H -1.2409 1.0931 -2.2504 -0.207 -0.066 -0.026
H -2.2867 -0.6982 -3.5673 -0.007 0.000 -0.002
H -4.1894 2.1461 1.5890 0.004 0.016 0.020
H -4.4156 3.5895 3.5053 0.000 0.000 -0.004
H -2.5416 5.0042 4.2796 0.003 0.002 0.001
H -0.4120 4.9851 2.9949 0.005 -0.003 0.002
H -0.1823 3.5364 1.0186 0.033 -0.005 0.031
N 7.3067 -1.0246 3.3245 0.002 0.008 0.002
C 6.3283 -1.0344 2.7234 -0.006 -0.018 -0.005
C 5.0990 -1.0462 1.9767 0.027 0.006 0.006
C 4.8728 -0.0836 0.9960 -0.003 0.020 -0.009
C 3.6854 -0.0825 0.2858 0.010 -0.025 0.043
C 2.7117 -1.0517 0.5402 -0.092 -0.053 0.073
C 2.9526 -2.0176 1.5224 0.035 0.039 -0.043
C 4.1379 -2.0194 2.2361 -0.033 -0.012 -0.002
C 1.4571 -1.0576 -0.1882 0.110 0.155 -0.165
C 0.6136 -1.4279 -1.0169 -0.079 -0.066 0.124
H 5.6305 0.6607 0.7929 0.002 -0.001 0.004
H 3.5116 0.6640 -0.4761 -0.008 0.014 -0.013
H 2.2119 -2.7849 1.7045 0.004 -0.029 0.026
H 4.3241 -2.7720 2.9898 0.004 0.001 0.001
C -0.2641 -5.3654 -2.9285 0.004 -0.009 0.005
Ge 0.5454 -4.1912 -1.6019 -0.015 0.008 -0.031
C 2.4889 -4.3075 -1.6005 -0.005 0.006 -0.007
C -0.1854 -4.5470 0.1812 0.013 -0.009 -0.006
C -0.0007 -2.3210 -2.0007 -0.006 -0.068 -0.045
H -0.0297 -6.4062 -2.7051 0.000 0.000 -0.005
H 0.1131 -5.1387 -3.9256 0.002 0.000 0.001
H -1.3487 -5.2557 -2.9362 0.001 0.005 0.004
H 2.8050 -5.3220 -1.3571 0.007 0.001 0.001
H 2.9235 -3.6270 -0.8681 -0.001 -0.001 -0.002
H 2.8863 -4.0533 -2.5833 0.003 -0.005 0.001
H 0.0803 -5.5471 0.5236 -0.005 -0.001 0.000
H -1.2752 -4.4775 0.1685 -0.003 -0.001 0.011
H 0.2087 -3.8314 0.9064 -0.007 -0.002 0.005
H -1.0911 -2.2821 -1.9553 0.051 0.044 0.000
H 0.2943 -2.0251 -3.0108 -0.012 -0.023 0.004
```
Forces are in eV/Å.

This record from OMol25 describes an isolated molecule of C3H6ClN3 at a distorted geometry. The level of theory is the ωB97M-V functional and the def2-TZVPD basis.

Calculated values
- E_tot (Ha) = -742.20504
- ΔE to the lowest compared entry with this formula, charge and spin (kcal/mol) = 99.25
- HOMO energy (spin up / spin down) (eV) = -7.81 / -7.73
- total charge = 0
- LUMO energy (spin up / spin down) (eV) = 0.105 / 0.080

The geometry in XYZ format:
```
13
Properties=species:S:1:pos:R:3:forces:R:3
C 0.4715 0.7467 -0.9824 -0.937 -0.188 -0.592
C 0.4741 0.6315 1.7282 0.178 0.286 3.095
C -0.4768 -0.4293 -0.7465 0.109 -0.657 0.581
N 1.6722 0.9433 -0.5455 -2.579 1.632 -2.010
N 2.1693 0.1098 0.2739 2.993 -3.542 1.511
N 1.5650 -0.1007 1.3955 -1.885 3.382 -2.001
Cl 0.3792 0.7359 3.5572 -0.130 -0.091 -1.125
H 0.0535 1.4880 -1.6662 0.517 0.075 0.128
H 0.2954 1.6471 1.2695 0.267 -1.584 0.308
H -0.0005 -1.3823 -1.0795 -0.024 0.593 0.360
H -1.3924 -0.3504 -1.3823 0.705 0.252 0.687
H -0.7454 -0.5965 0.3836 0.362 0.626 -1.917
H 1.9964 -0.7632 1.9814 0.423 -0.787 0.976
```
Forces are in eV/Å.